(1)
{
  "formula": "C31H43F9O4S3SiYb",
  "method": "the ωB97M-V functional and the def2-TZVPD basis",
  "elements": ["Yb", "C", "C", "C", "C", "C", "C", "C", "C", "C", "H", "H", "H", "H", "H", "H", "H", "H", "H", "H", "H", "H", "C", "C", "C", "C", "O", "Si", "S", "O", "C", "C", "C", "C", "O", "C", "C", "C", "C", "H", "H", "H", "H", "H", "H", "H", "H", "H", "H", "H", "H", "H", "H", "H", "H", "H", "H", "H", "H", "H", "H", "H", "H", "H", "H", "H", "S", "C", "C", "C", "C", "C", "C", "S", "H", "H", "H", "H", "F", "C", "F", "F", "C", "O", "C", "F", "F", "F", "C", "F", "F", "F"],
  "coordinates": [[-0.113, -1.412, -0.477], [5.240, -3.410, 0.432], [4.601, -2.053, 0.290], [4.336, -1.270, 1.402], [3.696, -0.037, 1.281], [3.361, 0.778, 2.504], [3.347, 0.416, 0.017], [3.654, -0.326, -1.129], [3.441, 0.243, -2.506], [4.253, -1.568, -0.971], [4.769, -4.132, -0.236], [5.149, -3.782, 1.453], [6.303, -3.373, 0.182], [4.585, -1.644, 2.391], [2.756, 1.648, 2.243], [4.268, 1.131, 3.001], [2.802, 0.185, 3.230], [2.844, 1.373, -0.088], [4.331, 0.807, -2.802], [2.586, 0.918, -2.534], [3.276, -0.549, -3.237], [4.442, -2.177, -1.850], [-2.719, 1.947, 2.449], [-1.648, 0.864, 2.385], [-0.481, 1.204, 3.302], [-2.250, -0.468, 2.786], [-1.134, 0.717, 1.021], [-0.869, 1.965, -0.084], [0.058, 1.035, -1.649], [-2.230, 2.813, -0.427], [-3.300, 2.686, -1.377], [-4.405, 3.593, -0.858], [-3.767, 1.242, -1.453], [-2.809, 3.167, -2.735], [0.065, 3.041, 0.754], [0.383, 4.412, 0.516], [1.665, 4.669, 1.297], [-0.743, 5.292, 1.044], [0.613, 4.653, -0.973], [-3.086, 2.011, 3.476], [-3.555, 1.700, 1.793], [-2.335, 2.925, 2.158], [-0.827, 1.217, 4.338], [-0.046, 2.172, 3.054], [0.296, 0.441, 3.208], [-2.783, -0.348, 3.732], [-1.483, -1.226, 2.910], [-2.951, -0.825, 2.030], [-4.710, 3.276, 0.142], [-5.274, 3.553, -1.518], [-4.054, 4.626, -0.803], [-4.089, 0.887, -0.472], [-2.973, 0.586, -1.812], [-4.610, 1.153, -2.143], [-2.510, 4.217, -2.680], [-3.607, 3.074, -3.478], [-1.957, 2.571, -3.064], [1.516, 4.415, 2.348], [1.959, 5.719, 1.228], [2.475, 4.052, 0.904], [-0.883, 5.117, 2.113], [-1.677, 5.063, 0.528], [-0.503, 6.349, 0.894], [1.373, 3.967, -1.353], [0.944, 5.681, -1.141], [-0.305, 4.488, -1.541], [-2.313, -2.084, -1.679], [-1.746, -3.039, -3.062], [-2.732, -3.663, -3.838], [-2.424, -4.436, -4.943], [-1.092, -4.608, -5.304], [-0.105, -4.002, -4.547], [-0.398, -3.215, -3.427], [0.991, -2.511, -2.571], [-3.767, -3.524, -3.545], [-3.218, -4.900, -5.517], [-0.824, -5.209, -6.165], [0.938, -4.130, -4.816], [2.220, -4.078, 2.425], [1.414, -3.319, 1.691], [1.839, -3.349, 0.407], [1.566, -2.040, 2.086], [-0.108, -3.667, 1.708], [-0.759, -2.586, 1.237], [-0.525, -3.995, 3.165], [-0.003, -3.093, 4.019], [-0.101, -5.207, 3.558], [-1.850, -3.949, 3.301], [-0.363, -4.926, 0.797], [0.621, -5.838, 0.919], [-1.513, -5.526, 1.135], [-0.449, -4.565, -0.475]],
  "mol_weight_g_mol": 947.99,
  "s2": 0.7508,
  "spin_multiplicity": 2,
  "homo_ev": [-4.2, -4.2],
  "e_above_lowest_kj_mol": 0.0,
  "total_charge": -1
}

=====

(2)
{
  "formula": "C31H43Ge2LuN4O",
  "method": "the ωB97M-V functional and the def2-TZVPD basis",
  "elements": ["Lu", "C", "C", "Ge", "C", "C", "C", "C", "Ge", "C", "C", "C", "C", "C", "C", "C", "C", "C", "C", "H", "H", "H", "H", "H", "H", "H", "H", "H", "H", "H", "H", "H", "H", "H", "H", "H", "H", "H", "H", "H", "H", "H", "H", "H", "H", "O", "C", "C", "C", "C", "C", "C", "C", "N", "C", "C", "N", "H", "H", "H", "H", "H", "H", "H", "N", "C", "N", "C", "C", "C", "C", "C", "H", "H", "H", "H", "H", "H", "H", "H", "H", "H"],
  "coordinates": [[0.198, 1.728, 1.658], [2.300, 0.230, -3.935], [1.702, 0.429, -2.553], [0.384, -0.963, -2.036], [-1.523, -0.364, -2.295], [-1.706, 0.306, -3.650], [0.793, -2.631, -2.920], [0.869, -3.607, -1.943], [0.729, -2.413, -0.289], [-1.021, -2.811, 0.616], [-1.270, -4.139, 1.340], [2.327, -2.156, 0.857], [2.637, -3.279, 1.819], [0.982, -5.018, -2.143], [1.572, -5.939, -1.248], [1.820, -7.288, -1.648], [1.379, -7.777, -2.851], [0.798, -6.884, -3.766], [0.592, -5.544, -3.406], [2.688, 1.161, -4.316], [1.570, -0.108, -4.629], [3.117, -0.510, -3.913], [1.229, 1.414, -2.416], [2.502, 0.381, -1.764], [-1.819, 0.222, -1.374], [-2.075, -1.305, -2.221], [-1.102, 1.211, -3.718], [-2.719, 0.652, -3.803], [-1.440, -0.349, -4.504], [1.117, -2.797, -3.981], [-1.701, -2.727, -0.266], [-1.224, -1.977, 1.296], [-0.729, -4.951, 0.869], [-2.312, -4.407, 1.303], [-0.902, -4.094, 2.389], [2.030, -1.186, 1.438], [3.184, -1.930, 0.204], [1.744, -3.698, 2.307], [3.211, -2.907, 2.646], [3.174, -4.044, 1.247], [1.771, -5.697, -0.198], [2.378, -7.942, -0.970], [1.442, -8.861, -3.080], [0.521, -7.226, -4.788], [0.056, -4.880, -4.067], [-1.207, 0.542, 2.664], [-0.872, 0.129, 3.915], [-0.926, -1.246, 4.166], [-0.214, -1.760, 5.254], [0.337, -0.869, 6.189], [0.141, 0.533, 6.067], [-0.417, 1.101, 4.876], [-0.292, 2.512, 4.606], [0.168, 3.085, 3.412], [0.355, 4.461, 3.708], [0.198, 4.685, 5.029], [-0.209, 3.484, 5.585], [-1.424, -1.933, 3.498], [-0.139, -2.848, 5.461], [0.893, -1.176, 7.087], [0.491, 1.189, 6.854], [0.662, 5.129, 2.931], [0.451, 5.560, 5.645], [-0.428, 3.329, 6.544], [-1.334, 2.478, 0.492], [-1.444, 3.196, -0.467], [-1.395, 4.282, -1.151], [-2.149, 4.485, -2.454], [-1.777, 5.807, -3.069], [-2.003, 6.937, -2.130], [-1.126, 6.750, -0.883], [-0.513, 5.377, -0.637], [-3.217, 4.400, -2.140], [-1.890, 3.651, -3.104], [-2.431, 5.888, -3.973], [-0.732, 5.720, -3.431], [-3.047, 6.996, -1.813], [-1.807, 7.908, -2.597], [-1.710, 6.992, 0.012], [-0.304, 7.477, -0.896], [-0.455, 5.219, 0.444], [0.492, 5.205, -0.990]],
  "mol_weight_g_mol": 807.90,
  "homo_ev": -11.8,
  "e_above_lowest_kj_mol": 53.1,
  "total_charge": 2
}

=====

(3)
{
  "formula": "C31H43N4O",
  "method": "the ωB97M-V functional and the def2-TZVPD basis",
  "elements": ["C", "C", "C", "C", "O", "N", "C", "C", "C", "C", "C", "C", "C", "N", "C", "C", "C", "C", "C", "C", "C", "C", "N", "C", "C", "C", "C", "C", "C", "C", "C", "N", "C", "C", "C", "C", "H", "H", "H", "H", "H", "H", "H", "H", "H", "H", "H", "H", "H", "H", "H", "H", "H", "H", "H", "H", "H", "H", "H", "H", "H", "H", "H", "H", "H", "H", "H", "H", "H", "H", "H", "H", "H", "H", "H", "H", "H", "H", "H"],
  "coordinates": [[2.075, -2.162, -2.851], [1.703, -2.585, -1.434], [2.486, -1.969, -0.294], [2.098, -2.629, 1.012], [2.846, -2.002, 2.040], [2.185, -0.472, -0.199], [3.162, 0.480, 0.347], [2.374, 1.733, 0.685], [1.857, 2.128, 1.896], [1.070, 3.383, 2.022], [0.722, 4.169, 0.899], [-0.016, 5.342, 1.018], [-0.542, 5.751, 2.275], [-1.386, 6.822, 2.385], [-2.267, 7.021, 3.519], [-1.463, 7.891, 1.411], [-0.175, 4.989, 3.412], [0.660, 3.893, 3.282], [2.046, 1.292, 3.128], [3.303, 0.745, 3.453], [3.444, -0.171, 4.488], [2.365, -0.413, 5.376], [2.500, -1.263, 6.441], [1.628, -1.187, 7.592], [3.436, -2.365, 6.454], [1.129, 0.236, 5.141], [0.980, 1.031, 4.014], [4.298, 0.653, -0.661], [5.138, -0.430, -0.958], [6.061, -0.357, -1.984], [6.316, 0.865, -2.635], [7.256, 0.926, -3.623], [7.559, 2.169, -4.296], [7.844, -0.280, -4.185], [5.572, 2.010, -2.234], [4.540, 1.881, -1.298], [1.924, -3.029, -3.507], [1.417, -1.372, -3.228], [3.122, -1.842, -2.954], [0.630, -2.424, -1.229], [1.881, -3.661, -1.318], [3.559, -2.041, -0.463], [1.006, -2.526, 1.180], [2.374, -3.693, 0.942], [2.663, -2.438, 2.893], [1.964, -0.153, -1.141], [1.291, -0.400, 0.289], [3.585, 0.007, 1.240], [2.074, 2.282, -0.227], [1.029, 3.868, -0.101], [-0.240, 5.928, 0.130], [-2.548, 6.063, 3.975], [-1.810, 7.660, 4.294], [-3.179, 7.531, 3.169], [-0.701, 7.777, 0.635], [-2.464, 7.910, 0.945], [-1.318, 8.866, 1.910], [-0.531, 5.280, 4.398], [0.988, 3.411, 4.200], [4.187, 1.062, 2.893], [4.401, -0.673, 4.650], [1.207, -0.179, 7.681], [0.798, -1.910, 7.525], [2.203, -1.411, 8.501], [3.936, -2.460, 5.485], [4.198, -2.222, 7.235], [2.911, -3.310, 6.670], [0.287, 0.070, 5.815], [0.005, 1.490, 3.831], [5.128, -1.341, -0.358], [6.572, -1.266, -2.300], [7.775, 2.954, -3.563], [8.436, 2.010, -4.930], [6.723, 2.514, -4.923], [8.206, -0.942, -3.388], [7.119, -0.845, -4.797], [8.692, 0.018, -4.815], [5.754, 2.965, -2.718], [3.959, 2.760, -1.038]],
  "mol_weight_g_mol": 487.71,
  "homo_ev": -9.3,
  "e_above_lowest_kj_mol": 0.0,
  "total_charge": 1
}